9
Properties=species:S:1:pos:R:3:forces:R:3:mulliken_charge:R:1 method="wB97M-V/def2-TZVPD" lumo_ha=0.0341 max_force_ev_per_a=4.6 homo_lumo_gap_ev=9.8 smiles="C=[N+](C)[O-]" molar_mass_g_mol=59.1
C -0.193 -1.325 -0.075 -3.165 -0.045 -0.353 -0.421
N -0.510 -0.068 0.136 3.192 -2.622 -1.925 0.473
C 0.579 0.951 0.001 -1.824 1.928 3.015 -0.780
O -1.641 0.355 0.340 -1.304 0.754 0.554 -0.634
H -1.129 -1.937 -0.222 1.437 0.315 0.538 0.249
H 0.765 -1.675 -0.376 0.603 0.263 0.070 0.238
H 0.747 1.143 1.158 0.391 0.142 -2.544 0.267
H 1.495 0.791 -0.601 -0.884 -0.489 0.462 0.306
H -0.113 1.765 -0.361 1.553 -0.244 0.184 0.303

=====

17
Properties=species:S:1:pos:R:3:forces:R:3:mulliken_charge:R:1 method="wB97M-V/def2-TZVPD" lumo_ha=-0.3529 max_force_ev_per_a=1.8 homo_lumo_gap_ev=5.0 total_charge=+1 molar_mass_g_mol=78.1
C -0.884 -2.213 0.069 1.663 -0.702 0.396 -0.518
C 0.563 -2.652 0.114 1.254 -0.373 0.034 -0.865
N 0.717 1.992 0.367 0.629 0.532 -0.185 -0.155
C -0.401 2.833 0.444 -0.899 0.888 -1.257 -0.680
H -1.189 -1.732 0.993 -0.403 -0.038 -0.160 0.311
H -1.441 -3.092 -0.271 -0.696 0.502 -0.047 0.327
H -1.078 -1.440 -0.763 0.240 0.637 -0.160 0.271
H 1.063 -2.639 1.084 -0.537 0.196 0.312 0.304
H 1.246 -2.041 -0.484 -0.242 0.114 -0.118 0.278
H 0.749 -3.661 -0.254 -0.442 -0.071 -0.137 0.344
H 1.582 2.498 0.161 -0.008 -0.006 0.102 0.311
H -0.384 3.457 1.349 0.138 -0.200 0.153 0.335
H -0.486 3.583 -0.372 0.738 0.156 0.159 0.334
H -1.330 2.323 0.284 -0.375 -0.786 0.817 0.302
H 0.616 1.113 -0.233 -0.305 -1.251 0.538 0.315
H -0.192 0.085 -1.732 -0.034 -0.104 -0.087 0.344
O 0.001 -0.049 -0.783 -0.719 0.508 -0.358 -0.557

=====

15
Properties=species:S:1:pos:R:3:forces:R:3:mulliken_charge:R:1 method="wB97M-V/def2-TZVPD" lumo_ha=0.0150 max_force_ev_per_a=3.2 homo_lumo_gap_ev=9.3 smiles="CC(=O)O.CN" molar_mass_g_mol=91.1
C -1.790 2.080 -1.307 0.741 -1.792 0.059 -0.872
C -1.280 0.952 -0.387 -0.526 -0.307 2.788 0.656
O -0.578 1.002 0.613 -0.450 1.019 -1.909 -0.524
O -1.942 -0.221 -0.601 -1.904 -0.818 0.429 -0.492
H -2.861 2.234 -1.059 0.908 0.515 0.207 0.270
H -1.821 1.681 -2.316 0.045 -0.148 -0.238 0.325
H -1.056 2.873 -1.306 -0.507 0.652 0.341 0.285
H -2.412 -0.569 0.235 1.719 0.837 -1.663 0.347
C 2.037 -1.730 0.358 -0.027 -0.909 2.114 -0.585
N 1.943 -1.222 1.760 2.697 1.313 -1.082 -0.627
H 3.122 -1.715 0.145 -0.814 0.545 -0.802 0.327
H 1.268 -1.253 -0.241 0.645 0.161 -0.870 0.126
H 1.827 -2.786 0.441 -0.344 -0.474 -0.435 0.246
H 2.535 -0.346 1.660 -1.501 -1.091 1.040 0.248
H 1.010 -0.980 2.005 -0.684 0.497 0.021 0.268

=====

12
Properties=species:S:1:pos:R:3:forces:R:3:mulliken_charge:R:1 method="wB97M-V/def2-TZVPD" lumo_ha=-0.2138 max_force_ev_per_a=4.1 homo_lumo_gap_ev=8.6 total_charge=+1 molar_mass_g_mol=120.2
C 0.656 -1.056 1.824 2.102 -0.669 2.688 0.656
C 0.023 -0.535 0.948 -0.502 -0.790 0.608 -1.218
C -0.906 0.013 0.043 0.335 -0.958 -0.596 0.653
N 1.152 0.341 -1.054 -0.155 3.525 -0.314 -0.661
S -1.457 1.557 0.405 -2.977 -0.109 -2.774 0.007
S -1.573 -1.128 -1.148 -0.245 0.805 0.929 -0.079
H 1.336 -1.402 2.727 -1.929 0.752 -2.556 0.397
H 1.826 -0.079 -0.448 0.746 0.158 0.084 0.270
H 1.001 -0.198 -1.844 -0.103 -1.516 -1.795 0.282
H 1.391 1.312 -1.438 -0.023 -1.860 1.157 0.284
H -0.631 1.772 1.311 2.155 0.483 2.479 0.199
H -2.818 -0.598 -1.327 0.597 0.180 0.089 0.210

=====

Relative energy (zero: lowest compared OMol25 entry of this formula, charge and spin) in kJ/mol, matching the order above: 363.8 776.3 173.9 305.2